[1]
Molecular formula: C12H30KN2O4S
Method: DFT, ωB97M-V/def2-TZVPD

CARTESIAN COORDINATES (ANGSTROEM)
K 0.69379 -0.26199 0.76468
S 0.19759 -2.36670 1.72893
O 0.35428 -2.24703 0.28866
O 1.15307 -3.33349 2.23240
O 0.30096 -1.11305 2.40519
O -1.00940 -3.09572 2.13047
C 2.77557 1.92095 -0.08068
C 2.83721 0.59370 -0.82537
N 1.45165 0.07101 -1.04571
C 1.40997 -1.39935 -1.13709
C 1.98199 -1.97019 -2.44347
C 0.65108 0.84630 -2.06308
C -0.83216 0.28907 -2.08196
H 3.77542 2.32619 0.07488
H 2.17559 1.80446 0.82183
H 2.22818 2.65654 -0.67006
H 3.35635 0.68953 -1.77899
H 3.47326 -0.09387 -0.26789
H 1.98800 -1.81850 -0.31350
H 0.38428 -1.73960 -0.99461
H 3.00581 -1.59656 -2.42604
H 1.89041 -3.05623 -2.45849
H 1.44809 -1.53383 -3.28764
H 1.20127 0.79340 -3.00254
H 0.72820 1.92309 -1.91252
H -1.45714 0.90556 -2.72805
H -1.27300 0.34273 -1.08653
H -0.83672 -0.74490 -2.42691
C -1.41791 2.54785 -0.56066
C -1.68333 1.89515 0.85293
N -1.29805 0.47596 1.01732
C -2.18185 -0.33296 0.13643
C -1.80868 -1.82621 -0.02027
C -1.50041 -0.00289 2.41235
C -0.60456 0.71306 3.37151
H -0.35043 2.52859 -0.78025
H -1.70117 3.59747 -0.48217
H -1.98976 2.16809 -1.40734
H -1.19312 2.51453 1.60404
H -2.75697 1.99119 1.01471
H -3.19672 -0.24237 0.52365
H -2.11451 0.02052 -0.89246
H -1.80137 -2.46568 0.86241
H -2.64000 -2.23110 -0.59738
H -0.88908 -1.96159 -0.58958
H -1.29219 -1.07044 2.48360
H -2.53285 0.06034 2.75611
H -0.62808 0.33316 4.39289
H -0.89526 1.75807 3.47900
H 0.42254 0.73780 3.00744

HOMO-LUMO gap = 5.7 eV
relative energy (zero: lowest compared OMol25 entry of this formula, charge and spin) = 1691.6 kJ/mol
energy = -51245.614 eV
charge = -1
HOMO level = -3.609 eV



[2]
Molecular formula: C12H30N2NaO8P
Method: DFT, ωB97M-V/def2-TZVPD

CARTESIAN COORDINATES (ANGSTROEM)
Na 19.24381 -1.29050 -3.34234
P 19.09113 -0.39965 -0.91995
O 18.97978 0.25515 0.48745
O 19.43004 -1.91298 -0.81138
O 20.18500 0.29174 -1.77516
O 17.80770 -0.15801 -1.71866
C 22.71280 1.18164 -8.25712
O 22.96776 1.08490 -6.88479
C 22.20581 0.05863 -6.25843
C 22.48624 0.17305 -4.74461
N 21.57587 -0.69397 -3.98168
C 22.28169 -1.82255 -3.33989
C 23.01562 -1.48028 -2.04461
O 24.10528 -0.60590 -2.21833
C 24.66972 -0.20274 -0.98986
H 23.28088 2.04696 -8.62314
H 21.66834 1.39678 -8.50120
H 23.09229 0.35473 -8.87005
H 22.45504 -0.93569 -6.64902
H 21.12114 0.19851 -6.34116
H 22.24487 1.20823 -4.49972
H 23.55190 -0.02213 -4.60623
H 21.23023 -0.09954 -3.20767
H 22.95142 -2.32859 -4.04106
H 21.47087 -2.48391 -3.02251
H 23.33266 -2.48523 -1.71074
H 22.28842 -1.09764 -1.32038
H 23.97032 0.36138 -0.36204
H 25.43771 0.52264 -1.25853
H 24.99272 -1.10386 -0.46165
C 12.50189 -0.35604 -4.22560
O 13.88030 -0.18997 -4.07521
C 14.60189 -0.82932 -5.09264
C 16.08775 -0.51145 -4.90505
N 16.78684 -1.22323 -3.86858
C 16.59712 -2.63797 -3.67578
C 17.24868 -3.47346 -4.76850
O 18.60916 -3.15965 -4.75810
C 19.47717 -4.01741 -5.44740
H 12.30804 -1.33956 -4.67673
H 12.06240 0.34163 -4.95886
H 11.87163 -0.24982 -3.34462
H 14.33364 -0.38707 -6.06942
H 14.41484 -1.90162 -5.22924
H 16.22748 0.54133 -4.64296
H 16.61835 -0.55769 -5.87082
H 17.15432 -0.71288 -3.03138
H 15.53801 -2.91644 -3.54377
H 17.04093 -2.79987 -2.68575
H 16.81784 -3.31370 -5.77803
H 16.97749 -4.54402 -4.70692
H 20.51494 -3.94923 -5.10598
H 19.49790 -3.75119 -6.50777
H 19.23571 -5.05503 -5.18944

HOMO-LUMO gap = 2.8 eV
relative energy (zero: lowest compared OMol25 entry of this formula, charge and spin) = 110.4 kJ/mol
energy = -45995.680 eV
charge = -2
HOMO level = 1.040 eV



[3]
Molecular formula: C12H30N2O3Si
Method: DFT, ωB97M-V/def2-TZVPD

CARTESIAN COORDINATES (ANGSTROEM)
O -1.30146 2.47649 -0.50116
O 1.48781 1.68203 0.16108
O -0.47943 -0.14459 -0.66625
N -1.82143 -2.60228 0.09589
N 0.50855 -1.94090 1.66750
C -1.03557 4.69829 -1.36751
C 3.28556 2.10383 -1.38381
C -2.24066 -0.25495 -2.31494
C -0.74011 3.70274 -0.25949
C 2.45120 1.10081 -0.67979
C -0.78887 -0.45154 -2.01466
C -1.05272 -3.83785 -0.26164
C 0.91399 -3.31090 1.31971
C 0.31873 -1.21755 2.96913
C 0.47542 -3.78400 -0.07695
C 0.44721 0.28440 2.76062
C -0.75837 0.87186 1.97790
Si -0.21340 1.32964 0.11595
H -1.92443 -2.45453 1.07549
H -1.35687 -1.73478 -0.15560
H 0.07336 -1.33604 0.94621
H -2.12796 4.94243 -1.36061
H -0.85352 4.31447 -2.36735
H -0.65414 5.66120 -1.08141
H 4.04287 1.73637 -2.07970
H 3.78407 2.83559 -0.71185
H 2.66217 2.72077 -2.04878
H -2.41525 0.19634 -3.28807
H -2.88185 -1.14540 -2.24939
H -2.60554 0.50376 -1.60691
H -1.03510 4.25116 0.72340
H 0.39843 3.61609 -0.21511
H 3.09550 0.45195 -0.00978
H 1.91935 0.32009 -1.34508
H -0.02766 0.01000 -2.67873
H -0.55477 -1.49013 -2.20269
H -1.32119 -4.26878 -1.22639
H -1.47928 -4.59546 0.42449
H 0.41084 -3.84661 2.09465
H 1.97988 -3.38315 1.45084
H 1.10257 -1.62127 3.70946
H -0.67944 -1.59857 3.37340
H 0.94091 -3.13191 -0.82273
H 0.84632 -4.81149 -0.24521
H 0.46307 0.71287 3.76234
H 1.40420 0.54700 2.27063
H -1.13627 1.78866 2.44100
H -1.52670 0.10380 1.88190

HOMO-LUMO gap = 8.2 eV
relative energy (zero: lowest compared OMol25 entry of this formula, charge and spin) = 207.3 kJ/mol
energy = -29931.881 eV
HOMO level = -7.400 eV



[4]
Molecular formula: C12H31AsBa2CuF6O9P2
Method: DFT, ωB97M-V/def2-TZVPD

CARTESIAN COORDINATES (ANGSTROEM)
Cu 3.69149 -2.31901 1.55579
Ba 0.54442 -1.90840 6.44297
Ba -0.15371 -6.72687 2.21560
O -0.18251 -2.73329 2.36620
H -1.13192 -2.87010 2.18063
As -5.51186 -3.70513 5.03052
F -4.47591 -4.06542 6.47191
F -4.39150 -2.32361 4.65491
F -6.53212 -3.20791 3.67949
F -6.57322 -5.09779 5.56641
F -6.32888 -2.54801 6.11297
F -4.51157 -4.81921 4.05481
C -1.09517 -6.79892 -6.12108
C -1.86296 -5.78901 -5.24745
O -1.06909 -4.57674 -5.17983
P -0.67629 -3.77741 -3.80576
O -0.31339 -4.73109 -2.73714
O 0.41549 -2.61307 -4.16342
C 0.10935 -1.29369 -4.74138
C -0.37801 -1.43057 -6.27451
O -1.91722 -2.75417 -3.43300
C -3.07325 -3.19044 -2.62297
C -4.27588 -3.53355 -3.50782
H -0.04264 -6.51990 -6.07155
H -1.24555 -7.81035 -5.74362
H -1.27732 -6.58743 -7.17474
H -2.81339 -5.70610 -5.77462
H -2.10236 -6.25107 -4.28970
H -0.45822 -0.73791 -3.99500
H 1.10177 -0.86018 -4.61783
H 0.39093 -2.07618 -6.69880
H -1.34523 -1.92926 -6.33696
H -0.45877 -0.47219 -6.78745
H -2.91369 -4.19711 -2.23661
H -3.24815 -2.59857 -1.72454
H -5.28283 -3.57321 -3.09237
H -4.40670 -2.58678 -4.03187
H -4.11417 -4.28326 -4.28234
C 5.48938 5.88272 4.84916
C 5.57289 4.45151 4.28116
O 4.64171 4.22316 3.20656
P 3.02749 4.09932 3.34225
O 2.45213 3.40434 4.52427
O 2.50308 5.69844 3.32575
C 3.04983 6.63313 2.39560
C 2.02791 7.74736 2.10140
O 2.52214 3.58552 1.87759
C 1.07122 3.51082 1.53419
C 0.79667 4.72587 0.46651
H 6.25123 6.01743 5.61699
H 5.60133 6.50052 3.95816
H 4.48714 6.14841 5.18534
H 6.58477 4.34185 3.89107
H 5.34616 3.66800 5.00421
H 3.88704 7.04820 2.95673
H 3.61182 6.17596 1.58118
H 2.12049 8.42908 2.94685
H 2.25648 8.11765 1.10203
H 1.00454 7.37240 2.11525
H 0.90125 2.59545 0.96735
H 0.43722 3.46106 2.41943
H 1.61104 4.92786 -0.22927
H -0.14696 4.55629 -0.05204
H 0.80205 5.68060 0.99242

HOMO-LUMO gap = 2.9 eV
relative energy (zero: lowest compared OMol25 entry of this formula, charge and spin) = 1034.6 kJ/mol
energy = -173094.152 eV
charge = +3
HOMO level = -15.078 eV



[5]
Molecular formula: C12H31N2O9PPt
Method: DFT, ωB97M-V/def2-TZVPD

CARTESIAN COORDINATES (ANGSTROEM)
Pt 0.55843 -0.02721 2.05451
C 4.75584 -0.80153 3.70241
O 5.91163 -1.08771 4.05228
O 4.20948 0.28184 3.82523
O 4.03499 -1.65568 3.14670
C -3.84856 2.23654 4.79614
C -2.36765 2.48427 5.29400
C -1.80574 1.48644 6.24200
O -1.50673 0.28216 5.64784
C -0.97125 -0.65024 6.58994
N -1.52597 2.61270 4.16283
H -3.83903 1.62615 3.89313
H -4.27588 3.18816 4.48007
H -4.44181 1.70989 5.54367
H -2.40316 3.45713 5.78430
H -2.59185 1.34582 6.98386
H -0.98056 1.98540 6.75013
H -0.95742 -1.63951 6.13250
H -1.52242 -0.64215 7.53028
H -0.00109 -0.25552 6.89176
H -0.65767 3.06064 4.41876
H -1.96201 3.32605 3.59618
C -2.37351 -4.23399 -1.98943
C -2.10023 -2.79511 -1.54637
C -3.28379 -1.82831 -1.85461
O -3.10619 -0.53417 -1.41094
C -4.16941 0.32270 -1.96354
N -1.88456 -2.92918 -0.09071
H -3.43873 -4.39141 -1.82025
H -1.71036 -4.96585 -1.52822
H -2.34319 -4.43092 -3.06106
H -1.22625 -2.42935 -2.08532
H -4.22267 -2.27723 -1.53044
H -3.35429 -1.87931 -2.94113
H -3.86301 0.64959 -2.95720
H -4.38787 1.22143 -1.38676
H -5.16041 -0.12310 -2.04888
H -1.01532 -3.43826 -0.01742
H -2.55317 -3.58023 0.29553
C 5.02801 3.32864 -4.98585
O 3.65966 2.85526 -4.84522
P 3.25018 1.38634 -4.23690
O 2.85090 1.26612 -2.75002
O 4.55954 0.49359 -4.73174
C 4.81296 -0.71912 -3.97332
O 2.07849 1.02089 -5.34748
C 2.30072 -0.04448 -6.30534
H 5.23900 4.25959 -4.45962
H 5.10850 3.52312 -6.05533
H 5.75143 2.56859 -4.69075
H 5.22729 -1.46773 -4.64861
H 3.93118 -1.31896 -3.74799
H 5.58242 -0.72988 -3.20136
H 1.40052 -0.63866 -6.14816
H 3.15016 -0.69763 -6.10546
H 2.45039 0.23352 -7.34861

HOMO-LUMO gap (spin up / spin down) = 4.4 / 4.0 eV
relative energy (zero: lowest compared OMol25 entry of this formula, charge and spin) = 745.5 kJ/mol
energy = -46880.736 eV
HOMO level (spin up / spin down) = -8.194 / -7.822 eV
multiplicity = 3
expectation value of S² = 2.103



> Which of these has the lowest energy?

C12H31AsBa2CuF6O9P2



What did the third record say?
Molecular formula: C12H30N2O3Si
Method: DFT, ωB97M-V/def2-TZVPD

CARTESIAN COORDINATES (ANGSTROEM)
O -1.30146 2.47649 -0.50116
O 1.48781 1.68203 0.16108
O -0.47943 -0.14459 -0.66625
N -1.82143 -2.60228 0.09589
N 0.50855 -1.94090 1.66750
C -1.03557 4.69829 -1.36751
C 3.28556 2.10383 -1.38381
C -2.24066 -0.25495 -2.31494
C -0.74011 3.70274 -0.25949
C 2.45120 1.10081 -0.67979
C -0.78887 -0.45154 -2.01466
C -1.05272 -3.83785 -0.26164
C 0.91399 -3.31090 1.31971
C 0.31873 -1.21755 2.96913
C 0.47542 -3.78400 -0.07695
C 0.44721 0.28440 2.76062
C -0.75837 0.87186 1.97790
Si -0.21340 1.32964 0.11595
H -1.92443 -2.45453 1.07549
H -1.35687 -1.73478 -0.15560
H 0.07336 -1.33604 0.94621
H -2.12796 4.94243 -1.36061
H -0.85352 4.31447 -2.36735
H -0.65414 5.66120 -1.08141
H 4.04287 1.73637 -2.07970
H 3.78407 2.83559 -0.71185
H 2.66217 2.72077 -2.04878
H -2.41525 0.19634 -3.28807
H -2.88185 -1.14540 -2.24939
H -2.60554 0.50376 -1.60691
H -1.03510 4.25116 0.72340
H 0.39843 3.61609 -0.21511
H 3.09550 0.45195 -0.00978
H 1.91935 0.32009 -1.34508
H -0.02766 0.01000 -2.67873
H -0.55477 -1.49013 -2.20269
H -1.32119 -4.26878 -1.22639
H -1.47928 -4.59546 0.42449
H 0.41084 -3.84661 2.09465
H 1.97988 -3.38315 1.45084
H 1.10257 -1.62127 3.70946
H -0.67944 -1.59857 3.37340
H 0.94091 -3.13191 -0.82273
H 0.84632 -4.81149 -0.24521
H 0.46307 0.71287 3.76234
H 1.40420 0.54700 2.27063
H -1.13627 1.78866 2.44100
H -1.52670 0.10380 1.88190

HOMO-LUMO gap = 8.2 eV
relative energy (zero: lowest compared OMol25 entry of this formula, charge and spin) = 207.3 kJ/mol
energy = -29931.881 eV
HOMO level = -7.400 eV



> Which of these has the lowest relative energy (zero: lowest compared OMol25 entry of this formula, charge and spin)?

C12H30N2NaO8P



> Among the records above, which one has the highest energy?

C12H30N2O3Si